(1)
DFT (ωB97M-V/def2-TZVPD) results for a 9-piece molecular cluster, C22H69N5O9 overall.

Properties
E   -49786.188 eV
Net charge   +2
Lowest unoccupied orbital energy   -7.0 eV
Spin multiplicity   1
Gap between HOMO and LUMO   5.2 eV

Structure (XYZ):
```
105
Properties=species:S:1:pos:R:3:mulliken_charge:R:1
O 2.0682 -3.9378 2.3423 -0.263
H 2.2041 -3.0458 2.0144 0.297
H 2.4257 -4.6868 1.8599 0.404
H 2.1732 -3.9831 3.2954 0.424
O 2.8184 -3.2083 -1.3661 -0.311
H 3.3239 -2.7691 -2.0540 0.546
H 3.1364 -4.0960 -1.1859 0.436
H 2.8453 -2.6676 -0.5733 0.319
O 4.6385 -0.0635 1.8905 -0.328
H 5.2635 -0.6440 2.3309 0.420
H 5.1048 0.4634 1.2374 0.429
H 3.8846 -0.5634 1.5691 0.215
C 1.1365 0.3733 0.0507 -0.518
C 1.4699 -0.6974 1.0965 0.106
O 2.5367 -1.5949 0.8483 -0.789
H 0.9690 -0.0735 -0.9293 0.374
H 1.9779 1.0640 -0.0042 0.422
H 0.3246 1.0909 0.1691 0.070
H 0.6352 -1.3492 1.3546 -0.197
H 1.7463 -0.1189 1.9780 0.287
C -6.4627 -2.9440 2.6493 -1.401
C -5.3087 -1.7985 2.7990 0.331
C -4.3844 -1.9753 1.5827 -0.735
O -3.4975 -0.8618 1.3686 -0.273
C -2.5678 -0.4544 2.3564 -0.613
N -5.9895 -0.5152 2.7610 -0.693
H -6.0597 -3.9458 2.5008 0.354
H -6.9677 -2.8507 1.6879 0.396
H -7.2240 -2.9732 3.4288 0.355
H -4.7520 -1.8018 3.7361 0.388
H -4.9821 -2.0553 0.6747 0.290
H -3.7821 -2.8832 1.5524 0.390
H -2.8691 0.5266 2.7239 0.334
H -1.6636 -0.3884 1.7513 0.038
H -2.3922 -1.1718 3.1581 0.333
H -5.2971 0.0261 2.2634 0.212
H -6.6809 -0.5153 2.0247 0.328
C 4.6389 0.2936 -2.6611 -1.202
C 4.5463 -0.6691 -3.8825 0.147
C 5.8534 -0.6766 -4.6850 -0.863
O 6.0034 0.6730 -5.1484 -0.327
C 6.4999 0.8096 -6.5032 -0.768
N 4.2748 -1.9379 -3.2930 -0.655
H 5.4654 0.2055 -1.9560 0.304
H 3.6831 0.4303 -2.1553 0.151
H 4.8130 1.2855 -3.0781 0.483
H 3.7838 -0.3867 -4.6084 0.229
H 5.7813 -1.3361 -5.5499 0.486
H 6.7743 -1.0234 -4.2163 0.382
H 5.9037 0.2816 -7.2475 0.290
H 7.5263 0.4691 -6.3669 0.338
H 6.6900 1.8655 -6.6953 0.265
H 5.1881 -2.3420 -3.1425 0.295
H 3.9846 -2.5879 -4.0095 0.338
C 0.4872 3.5813 -1.6632 -1.152
C -1.0428 3.5569 -1.9019 0.744
C -1.6469 4.9380 -1.5764 -0.772
O -3.0457 4.7680 -1.3790 -0.287
C -3.8366 5.9024 -1.4013 -0.800
N -1.3301 3.0857 -3.1843 -0.692
H 0.9701 2.7114 -2.1083 0.395
H 0.6096 3.5181 -0.5819 0.049
H 0.8289 4.5399 -2.0537 0.409
H -1.5760 2.7827 -1.3500 0.027
H -1.4016 5.5550 -2.4408 0.369
H -1.1296 5.3212 -0.6968 0.358
H -3.9662 6.2729 -2.4181 0.304
H -3.3872 6.6689 -0.7699 0.332
H -4.8317 5.7690 -0.9770 0.246
H -0.6735 2.3461 -3.3894 0.241
H -1.1361 3.8330 -3.8355 0.276
C -2.1932 -1.0519 -1.5579 -0.634
C -1.6073 -2.4531 -1.9124 0.712
C -1.6268 -3.3254 -0.6667 -0.798
O -0.9596 -4.4826 -0.9583 -0.386
C -1.3065 -5.5099 -0.0825 -0.826
N -2.3819 -2.9412 -3.0664 -0.738
H -2.5402 -0.3372 -2.3042 0.520
H -1.4810 -0.4686 -0.9742 -0.278
H -2.9775 -1.0685 -0.8011 -0.141
H -0.5500 -2.4378 -2.1768 0.225
H -2.6945 -3.4212 -0.4695 0.463
H -1.1711 -2.8131 0.1806 0.346
H -0.9128 -5.2810 0.9078 0.267
H -0.6827 -6.3766 -0.3013 0.333
H -2.3563 -5.7908 0.0027 0.321
H -1.7008 -2.9963 -3.8101 0.312
H -2.6212 -3.8967 -2.8432 0.277
C 0.0345 3.5617 2.4835 -0.920
C 0.3208 2.6988 3.7894 0.466
C -0.9740 1.9696 4.2271 -0.494
O -0.8343 1.2933 5.4595 -0.432
C -1.2360 2.1771 6.5792 -0.681
N 1.3554 1.7578 3.5423 -0.524
H -0.9736 3.9744 2.5233 0.425
H 0.1980 3.0347 1.5435 -0.298
H 0.7696 4.3650 2.4338 0.405
H 0.6312 3.2905 4.6506 0.452
H -1.0736 1.1661 3.4974 -0.380
H -1.8320 2.6391 4.2870 0.816
H -1.2290 1.5262 7.4535 0.276
H -2.2592 2.5161 6.4169 0.321
H -0.5040 2.9756 6.7000 0.272
H 1.1929 1.2142 4.3779 0.399
H 1.0730 1.0774 2.8515 -0.392
```

---

(2)
DFT (ωB97M-V/def2-TZVPD) results for a 2-piece molecular cluster, C3H12NO overall.

Properties
E   -6835.484 eV
Net charge   +1
Lowest unoccupied orbital energy   -3.3 eV
Spin multiplicity   1
Gap between HOMO and LUMO   12.6 eV

Structure (XYZ):
```
17
Properties=species:S:1:pos:R:3:mulliken_charge:R:1
C -0.6835 1.9235 -0.7911 -1.144
C -0.2895 0.4529 -0.0696 0.077
C -1.3734 -0.5131 -0.5027 -1.141
N 1.0917 0.0713 -0.6701 -0.294
H 0.0315 2.7336 -0.3775 0.399
H -0.8235 1.6850 -1.8912 0.405
H -1.6612 2.2074 -0.2562 0.338
H -0.1451 0.4324 1.0559 0.268
H -1.3331 -0.5090 -1.6579 0.355
H -2.4636 -0.2592 -0.1468 0.328
H -1.2558 -1.6064 -0.2283 0.329
H 1.4977 0.8336 -1.2238 0.366
H 1.6634 -0.4360 0.0315 0.328
H 0.9513 -0.7295 -1.3282 0.384
H 0.5896 -1.4058 2.5348 0.227
H 1.5867 -2.3253 1.9312 0.305
O 0.9748 -1.5374 1.8035 -0.530
```

---

(3)
DFT (ωB97M-V/def2-TZVPD) results for C11H17N7ORhS as an isolated structure.

Properties
E   -38001.273 eV
Net charge   0
<S²>   0.85
Lowest unoccupied orbital energy (spin up / spin down)   -0.5 / -0.2 eV
Spin multiplicity   2
Gap between HOMO and LUMO (spin up / spin down)   7.2 / 7.2 eV

Structure (XYZ):
```
38
Properties=species:S:1:pos:R:3:mulliken_charge:R:1
Rh -0.5971 -0.2307 0.5259 0.113
N -2.0119 1.3095 -0.6937 -0.263
C -2.8871 0.6963 -1.6842 -0.784
C -2.1667 -0.4791 -2.3418 -0.583
N -1.7457 -1.4130 -1.3112 0.168
C -1.0036 -2.5537 -1.8225 -0.698
C -0.3911 -3.3214 -0.6548 -0.653
N 0.5091 -2.4380 0.0748 -0.385
H -2.5204 1.9336 -0.0762 0.263
H -1.2742 1.8454 -1.1446 0.177
H -3.2091 1.4110 -2.4551 0.346
H -3.7754 0.3242 -1.1686 0.365
H -1.2691 -0.1243 -2.8573 0.387
H -2.8242 -0.9535 -3.0850 0.323
H -2.5609 -1.7486 -0.7965 0.145
H -0.2005 -2.1737 -2.4608 0.375
H -1.6460 -3.2083 -2.4303 0.329
H 0.1141 -4.2218 -1.0365 0.412
H -1.1845 -3.6325 0.0301 0.349
H 1.2970 -2.1569 -0.5057 0.191
H 0.8661 -2.8888 0.9141 0.201
O 1.2983 0.5507 -0.2887 -0.594
N 1.8623 1.6122 0.3148 0.433
C 3.0253 2.1331 -0.2488 -0.274
C 3.4088 3.4121 -0.0218 -0.535
C 2.6320 4.2814 0.7810 -0.180
C 1.4761 3.7585 1.3692 -0.759
C 1.0875 2.4631 1.1453 0.426
S -0.2716 1.7869 1.9687 -0.231
H 3.5728 1.4395 -0.8662 0.393
H 4.3314 3.7664 -0.4581 0.363
H 2.9233 5.3019 0.9510 0.406
H 0.8689 4.3513 2.0358 0.382
N 2.2338 -3.3313 4.5020 -0.544
C 1.3047 -2.6802 4.2898 0.496
N 0.2782 -1.9332 4.1118 -0.621
C -0.4007 -1.6086 3.1220 0.776
N -1.1496 -1.2791 2.2721 -0.715
```

---

(4)
DFT (ωB97M-V/def2-TZVPD) results for C17H30AsNiO3S2Si2 as an isolated structure.

Properties
E   -163570.773 eV
Net charge   -1
Lowest unoccupied orbital energy (spin up / spin down)   2.1 / 2.1 eV
Spin multiplicity   1
Gap between HOMO and LUMO (spin up / spin down)   6.2 / 5.9 eV

Structure (XYZ):
```
56
Properties=species:S:1:pos:R:3:mulliken_charge:R:1
Ni -0.1865 1.1378 0.1882 0.798
O 3.8162 0.9248 0.2775 -0.743
C 2.6724 0.8248 0.7125 0.462
O 1.6551 1.3768 0.1524 -0.645
C 2.4558 0.0808 2.0155 0.033
C 3.4912 0.1623 2.9475 -0.660
C 3.4165 -0.4692 4.1767 -0.556
C 2.2894 -1.2257 4.4782 -0.535
C 1.2611 -1.3298 3.5590 -0.683
C 1.3155 -0.6747 2.3195 0.918
S -0.0680 -0.8904 1.2493 -0.715
H 4.3651 0.7364 2.6655 0.412
H 4.2270 -0.3790 4.8901 0.374
H 2.2084 -1.7318 5.4345 0.339
H 0.3787 -1.9148 3.7900 0.378
C 2.2364 3.9730 2.2294 -0.817
Si 1.2750 4.5545 0.7122 0.666
C 2.3782 4.3982 -0.8025 -1.085
C 0.9246 6.4027 0.9647 -1.079
As -0.7446 3.4822 0.2399 -0.339
Si -1.6865 3.2731 2.3584 0.658
C -3.3479 2.3856 2.1754 -0.970
C -0.7269 2.2983 3.6564 -0.819
C -2.0637 4.9792 3.0909 -1.126
H 3.2409 4.4117 2.1995 0.365
H 2.3365 2.8847 2.2563 -0.035
H 1.7583 4.2910 3.1584 0.366
H 3.3097 4.9577 -0.6617 0.313
H 1.8763 4.7898 -1.6933 0.297
H 2.6193 3.3466 -0.9784 0.248
H 1.8609 6.9502 1.1348 0.313
H 0.2699 6.5756 1.8243 0.214
H 0.4340 6.8278 0.0848 0.279
H -3.1912 1.3321 1.9255 0.134
H -3.9759 2.8400 1.4034 0.278
H -3.8872 2.4123 3.1303 0.392
H -0.6093 1.2546 3.3451 -0.016
H -1.2727 2.3192 4.6078 0.436
H 0.2716 2.6981 3.8266 0.213
H -2.5986 5.6077 2.3737 0.292
H -1.1406 5.4999 3.3662 0.247
H -2.6749 4.8823 3.9974 0.358
O -1.9614 0.7883 -0.5664 -0.583
S -2.8060 -0.3967 -0.1157 0.519
C -4.2390 -0.2319 -1.2270 -0.749
C -4.1192 -1.2943 -2.3248 -0.570
C -2.6349 -1.6234 -2.4559 -0.759
C -2.1453 -1.8046 -1.0276 -0.623
H -4.1201 0.7822 -1.6089 0.274
H -5.1586 -0.2891 -0.6484 0.430
H -4.5566 -0.9415 -3.2588 0.321
H -4.6650 -2.1938 -2.0282 0.276
H -2.0990 -0.7885 -2.9132 0.257
H -2.4575 -2.5122 -3.0611 0.429
H -1.0681 -1.7783 -0.8638 0.412
H -2.5445 -2.7063 -0.5537 0.409
```

---

(5)
DFT (ωB97M-V/def2-TZVPD) results for a 2-piece molecular cluster, C20H40BrN4O6P3 overall.

Properties
E   -137534.510 eV
Net charge   0
Lowest unoccupied orbital energy   -1.2 eV
Spin multiplicity   1
Gap between HOMO and LUMO   4.8 eV

Structure (XYZ):
```
74
Properties=species:S:1:pos:R:3:mulliken_charge:R:1
C 7.0960 2.9505 -0.1163 -0.250
C 5.8815 2.6912 0.3358 -0.372
C 4.2967 2.6975 0.7079 -0.546
C 3.3529 2.4609 -0.6083 -0.318
C 2.7428 0.9606 -0.6310 -1.021
C 1.2254 0.8718 -1.2137 0.396
C 1.3361 1.3470 -2.7583 -0.778
P 2.4109 0.2287 -3.8608 0.920
O 1.9932 0.5308 -5.3374 -0.723
O 4.0883 0.5424 -3.7615 -0.562
O 2.1916 -1.4453 -3.5967 -0.494
C 0.1608 1.9369 -0.5376 -0.639
N -0.3981 1.0559 0.5277 0.730
C -1.8013 1.2255 0.9883 0.065
C -2.8199 1.8849 -0.0708 -0.429
C -4.3304 2.0742 0.4566 0.251
C -4.4833 3.1773 1.6534 -1.104
C -5.0818 0.6857 0.8359 -1.197
C 0.2303 -0.2684 0.5382 -2.082
N 0.5398 -1.1285 1.5090 1.015
P 0.0736 -0.6167 3.1935 0.122
C 1.2700 -1.5710 4.3625 -1.113
C -1.7232 -1.2003 3.5231 -0.792
P 1.3872 -2.6858 1.3765 0.150
N 1.5311 -3.2908 -0.2662 -0.564
O 0.3349 -3.8446 2.1551 -0.476
N 0.5673 -0.4674 -0.9270 1.109
C -0.7560 -0.7113 -1.6022 0.663
C -0.7960 -2.0437 -2.5372 -0.957
C -2.1272 -2.9354 -2.3700 -0.866
C -2.4630 -3.4143 -0.8780 0.547
O -3.4570 -2.8361 -0.2920 -0.551
O -1.7940 -4.4262 -0.1267 -0.463
H 8.2189 3.0398 -0.3483 0.355
H 4.1611 1.8940 1.5198 0.277
H 4.0568 3.7134 1.2222 0.362
H 4.0465 2.6904 -1.5174 0.245
H 2.5709 3.3017 -0.5885 0.316
H 3.4956 0.3004 -1.2299 0.339
H 2.8292 0.5698 0.4666 0.368
H 0.3064 1.4137 -3.3026 0.369
H 1.7891 2.4172 -2.8650 0.445
H 4.3156 1.1627 -3.0263 0.356
H 1.5494 -1.7235 -4.3007 0.311
H -0.4608 2.2327 -1.4548 0.401
H 0.5917 2.8181 0.0612 0.148
H -1.8937 1.8118 1.9795 0.303
H -2.2133 0.1562 1.2170 -0.477
H -2.8307 1.3094 -1.0873 0.013
H -2.4248 2.9508 -0.3455 0.339
H -4.9325 2.5206 -0.4393 0.380
H -4.7660 4.1991 1.1672 0.279
H -5.4323 2.8574 2.2442 0.323
H -3.5470 3.2442 2.3139 0.303
H -6.2090 0.8576 0.5939 0.390
H -5.0133 0.4609 1.9603 0.324
H -4.7335 -0.1691 0.1491 0.179
H 1.4231 -1.0086 5.3637 0.486
H 0.8795 -2.6541 4.5431 0.392
H 2.3436 -1.6895 3.9043 0.250
H -1.7814 -2.0107 4.3375 0.377
H -2.2733 -1.5094 2.5411 0.121
H -2.2666 -0.2638 3.9610 0.326
H 2.0081 -2.6462 -0.9147 0.332
H 0.5841 -3.5590 -0.5783 0.121
H 0.7934 -4.7302 2.0675 0.316
H -1.1102 0.1808 -2.2668 0.161
H -1.5747 -0.8476 -0.8070 -0.203
H -0.8179 -1.6428 -3.6359 0.312
H 0.1937 -2.6593 -2.4839 0.392
H -3.0236 -2.3721 -2.8218 0.299
H -1.9945 -3.9044 -3.0093 0.403
H -1.1972 -4.9819 -0.6849 0.370
Br 3.6608 -2.1667 5.4237 -0.776
```

---

(6)
DFT (ωB97M-V/def2-TZVPD) results for C6H9NS as an isolated structure.

Properties
E   -18690.732 eV
Net charge   0
Lowest unoccupied orbital energy   0.9 eV
Spin multiplicity   1
Gap between HOMO and LUMO   9.7 eV

Structure (XYZ):
```
17
Properties=species:S:1:pos:R:3:mulliken_charge:R:1
C 1.0878 -0.0234 -0.0129 -0.081
C 0.0163 0.1528 1.0394 -0.487
C -0.5041 1.5481 0.6726 -0.626
C -0.5230 1.5602 -0.6611 -0.589
C -0.0872 0.1751 -1.0388 -0.628
C -0.8258 -0.6698 -0.0393 -0.004
H 2.3320 -1.3072 0.8719 0.247
H 2.4013 -1.3540 -0.8373 0.242
H 1.7469 0.8520 -0.0171 0.440
H 0.2013 -0.1545 2.0822 0.475
H -0.8091 2.3321 1.3236 0.446
H -0.7551 2.4797 -1.1766 0.412
H -0.0563 -0.0109 -2.1332 0.431
H -0.5123 -1.7161 -0.1368 0.456
H -2.7881 -1.9614 0.0594 0.120
N 1.7884 -1.2919 -0.0158 -0.581
S -2.7131 -0.6109 0.0196 -0.271
```

---

- Among the records above, which one has the highest E?
  C3H12NO

---

- Which of these has the highest net charge?
  C22H69N5O9

---

- Which value of spin multiplicity does entry 3 give?
  2